66
Properties=species:S:1:pos:R:3 method="wB97M-V/def2-TZVPD" charge=-1 homo_lumo_gap_ev="2.09 / 8.48" multiplicity=2 e_lumo_ev="2.31 / 2.24" energy_ha=-1395.16845
C 12.140 17.471 12.861
C 12.119 16.133 11.951
O 13.421 15.962 11.387
O 13.284 17.359 13.762
H 11.173 17.399 13.359
H 12.236 18.373 12.256
H 11.278 16.249 11.267
H 11.964 15.283 12.615
H 13.904 16.226 12.174
H 13.476 18.229 14.118
C 9.675 13.357 10.513
C 10.676 13.891 9.514
O 12.006 13.351 9.646
O 8.958 12.213 10.101
H 8.852 14.070 10.577
H 10.061 13.291 11.530
H 10.630 14.980 9.553
H 10.165 13.652 8.581
H 12.389 12.990 8.843
H 8.377 11.924 10.809
C 15.057 19.345 4.048
O 15.965 19.371 4.794
N 15.042 19.725 2.867
N 13.894 18.852 4.307
H 15.901 20.237 2.718
H 14.389 19.367 2.185
H 13.042 19.074 3.811
H 13.778 18.750 5.305
C 12.343 18.304 7.656
O 13.200 18.465 6.799
N 11.175 17.789 7.530
N 12.444 18.442 8.957
H 10.664 17.573 8.374
H 10.742 17.605 6.637
H 11.606 18.371 9.515
H 13.294 18.633 9.469
C 8.938 19.094 2.313
C 9.674 18.874 3.658
C 8.634 19.390 4.747
C 7.451 18.480 5.011
C 8.139 17.069 5.344
C 9.132 16.458 4.258
N 10.068 17.470 3.771
O 10.862 17.137 2.722
C 9.984 15.504 5.039
C 8.286 15.888 3.103
C 10.880 19.781 3.760
H 9.593 19.524 1.556
H 8.302 18.302 1.919
H 8.186 19.869 2.169
H 9.163 19.685 5.654
H 8.081 20.253 4.376
H 6.728 18.734 5.785
H 6.944 18.456 4.046
H 7.271 16.434 5.520
H 8.634 17.266 6.295
H 9.201 15.150 5.709
H 10.661 15.679 5.876
H 10.200 14.682 4.357
H 7.933 14.888 3.357
H 8.836 15.981 2.167
H 7.373 16.470 2.982
H 11.539 19.594 2.912
H 10.759 20.863 3.821
H 11.422 19.488 4.658
H 10.271 17.314 1.987

---

107
Properties=species:S:1:pos:R:3 method="wB97M-V/def2-TZVPD" homo_lumo_gap_ev="6.97 / 2.75" multiplicity=2 e_lumo_ev="-3.60 / -7.82" energy_ha=-18255.66040
C -4.328 -3.123 -1.112
C -3.015 -3.361 -1.762
O -2.064 -3.685 -1.073
N -2.883 -3.288 -3.291
H -3.613 -2.712 -3.686
H -1.980 -2.900 -3.521
C -3.010 -4.621 -4.020
H -4.631 -2.085 -0.975
H -4.212 -3.559 -0.120
H -5.150 -3.711 -1.521
H -2.375 -5.328 -3.485
H -2.687 -4.493 -5.053
H -4.094 -4.732 -3.983
C 4.962 7.402 1.160
C 3.562 7.298 1.681
O 3.222 7.685 2.837
N 2.507 6.620 0.775
H 1.606 6.961 1.077
H 2.503 6.818 -0.215
C 2.631 5.023 0.977
H 5.615 7.967 1.826
H 4.984 7.975 0.233
H 5.379 6.409 0.995
H 1.698 4.555 0.662
H 2.836 4.726 2.006
H 3.480 4.702 0.373
C 2.115 -5.298 1.624
C 1.590 -5.029 0.234
O 1.993 -4.035 -0.390
N 0.383 -5.929 -0.188
H 0.331 -6.822 0.282
H -0.418 -5.453 0.202
C 0.404 -6.187 -1.640
H 2.077 -6.360 1.866
H 1.496 -4.843 2.397
H 3.151 -4.979 1.738
H -0.484 -6.780 -1.859
H 1.376 -6.598 -1.911
H 0.300 -5.238 -2.167
C -0.298 -1.564 0.280
C -0.084 -0.365 1.292
O -0.894 -0.106 2.166
N 1.259 0.285 1.278
H 1.360 0.675 2.204
H 2.009 -0.392 1.303
C 1.552 1.358 0.140
H -1.196 -2.133 0.523
H 0.467 -2.341 0.272
H -0.427 -1.179 -0.731
H 2.588 1.608 0.370
H 0.770 2.110 0.245
H 1.421 0.731 -0.742
C -5.218 3.568 -0.611
C -5.445 3.160 0.853
O -6.184 3.744 1.657
N -4.519 2.052 1.396
H -5.005 1.283 1.835
H -4.219 1.591 0.549
C -3.459 2.643 2.310
H -4.141 3.615 -0.769
H -5.605 4.572 -0.782
H -5.709 3.026 -1.419
H -2.787 3.323 1.787
H -2.943 1.745 2.651
H -3.999 3.175 3.093
As 1.646 2.847 4.336
F -0.087 2.630 4.937
F 2.246 2.608 6.008
F 3.332 2.986 3.701
F 1.219 3.253 2.667
F 1.539 4.553 4.710
F 1.736 1.100 3.943
As 4.469 -1.314 1.723
F 3.320 -1.582 0.357
F 5.808 -1.020 0.585
F 5.638 -0.972 3.112
F 3.163 -1.448 2.930
F 4.825 -3.041 1.935
F 4.166 0.471 1.774
As 1.817 3.639 -3.221
F 2.540 4.812 -2.101
F 0.812 4.946 -3.880
F 1.153 2.515 -4.431
F 2.911 2.336 -2.705
F 0.646 3.159 -1.997
F 2.979 3.917 -4.558
As -2.526 1.180 -2.394
F -1.476 1.368 -3.934
F -2.499 2.992 -2.272
F -3.539 0.997 -0.831
F -2.529 -0.582 -2.740
F -1.067 1.186 -1.433
F -4.122 1.207 -3.260
As -1.623 -4.387 3.332
F -0.442 -3.045 3.352
F -1.166 -4.749 1.615
F -2.804 -5.706 3.376
F -1.957 -3.997 5.045
F -2.911 -3.275 2.631
F -0.349 -5.499 3.880
As 1.251 -1.904 -4.076
F 0.988 -2.795 -5.583
F -0.437 -2.337 -3.573
F 1.492 -1.016 -2.502
F 2.902 -1.420 -4.537
F 0.581 -0.330 -4.715
F 1.801 -3.460 -3.331

---

74
Properties=species:S:1:pos:R:3 method="wB97M-V/def2-TZVPD" homo_lumo_gap_ev=6.99 e_lumo_ev=-0.98 energy_ha=-2950.62938
C 0.711 6.943 -3.178
C 0.348 6.443 -1.743
I -1.211 7.573 -0.697
C 0.895 5.345 -1.096
I 0.234 4.787 0.899
B 2.002 4.448 -1.821
O 3.385 4.778 -1.967
B 3.711 4.603 -3.360
O 3.337 3.449 -4.115
B 2.036 3.015 -3.691
I 0.638 2.131 -5.133
O 1.593 3.161 -2.344
H 1.716 6.617 -3.554
H -0.113 6.708 -3.910
H 0.746 8.075 -3.126
H 4.292 5.488 -3.888
O 1.831 -1.978 1.035
P 2.306 -2.286 -0.396
N 3.942 -2.574 0.061
C 5.145 -2.206 -0.649
C 4.135 -3.883 0.684
N 2.029 -0.647 -0.934
C 3.037 0.387 -0.735
C 0.744 -0.094 -0.475
N 2.670 -2.769 -2.084
C 2.943 -1.869 -3.195
C 1.646 -3.737 -2.527
H 5.338 -2.845 -1.523
H 6.015 -2.303 0.013
H 5.160 -1.170 -0.963
H 4.140 -4.682 -0.071
H 3.336 -4.097 1.398
H 5.073 -3.923 1.242
H 3.435 0.397 0.285
H 2.631 1.378 -0.952
H 3.861 0.288 -1.444
H 0.802 0.268 0.558
H -0.047 -0.846 -0.525
H 0.439 0.742 -1.110
H 2.106 -1.202 -3.423
H 3.150 -2.452 -4.100
H 3.843 -1.280 -3.032
H 0.677 -3.245 -2.684
H 1.509 -4.515 -1.767
H 1.939 -4.242 -3.450
O -2.882 1.163 2.036
P -3.327 -0.309 1.964
N -5.002 0.045 2.149
C -5.994 -0.695 2.896
C -5.613 0.559 0.924
N -2.548 -0.711 3.476
C -3.223 -0.487 4.748
C -1.194 -0.149 3.596
N -3.698 -2.043 1.706
C -3.620 -3.093 2.709
C -2.972 -2.506 0.505
H -6.304 -1.623 2.393
H -6.897 -0.086 3.026
H -5.682 -0.933 3.906
H -5.800 -0.252 0.206
H -4.963 1.295 0.444
H -6.558 1.066 1.133
H -3.669 0.511 4.819
H -2.530 -0.611 5.586
H -3.988 -1.240 4.936
H -1.215 0.904 3.900
H -0.655 -0.216 2.649
H -0.615 -0.705 4.339
H -2.613 -3.230 3.112
H -3.927 -4.046 2.265
H -4.319 -2.928 3.526
H -1.894 -2.579 0.696
H -3.121 -1.801 -0.321
H -3.336 -3.478 0.163

---

71
Properties=species:S:1:pos:R:3 method="wB97M-V/def2-TZVPD" charge=-1 homo_lumo_gap_ev=4.39 e_lumo_ev=2.24 relative_energy_ev=2.813 energy_ha=-2261.50577
Ba -0.764 -0.402 -1.802
O -2.703 -2.241 -2.567
H -3.649 -2.426 -2.412
O -2.839 1.057 -2.449
H -3.215 1.932 -2.234
O -1.114 -0.767 -4.465
H -0.251 -1.222 -4.416
C -1.389 -3.228 0.071
O -1.268 -2.001 0.180
N -1.290 -4.023 1.131
C -1.456 -5.500 1.105
C -1.015 -3.517 2.449
H -1.723 -3.653 -0.888
H -1.798 -5.918 2.052
H -0.568 -6.103 0.919
H -2.234 -5.933 0.476
H -0.115 -3.786 3.002
H -0.807 -2.448 2.426
H -1.962 -3.730 2.945
C 1.064 0.120 2.410
C 1.910 -1.065 2.447
O 3.085 -0.851 1.635
P 2.967 -1.484 0.153
O 1.746 -1.047 -0.593
O 4.447 -1.109 -0.508
C 4.611 -0.377 -1.695
C 5.981 0.118 -1.952
O 3.138 -3.039 0.266
C 3.199 -3.918 -0.845
C 2.241 -5.120 -0.634
H 0.097 -0.221 2.780
H 1.453 1.041 2.846
H 0.830 0.446 1.397
H 2.345 -1.204 3.437
H 1.344 -1.985 2.297
H 4.440 -1.175 -2.417
H 3.842 0.396 -1.699
H 6.664 -0.589 -2.422
H 6.032 1.068 -2.484
H 6.424 0.440 -1.009
H 3.003 -3.315 -1.731
H 4.242 -4.233 -0.891
H 1.329 -4.933 -1.200
H 2.680 -6.042 -1.016
H 2.032 -5.241 0.429
C -3.365 0.537 2.045
C -3.419 1.662 1.025
O -2.433 2.551 1.346
P -1.304 3.041 0.274
O -0.419 1.852 -0.099
O -2.076 3.684 -1.042
C -1.407 3.926 -2.259
C -1.920 5.145 -3.026
O -0.693 4.353 1.066
C -1.595 5.429 1.321
C -0.821 6.401 2.199
H -3.885 -0.356 1.699
H -2.357 0.124 2.096
H -3.587 0.852 3.064
H -3.336 1.233 0.026
H -4.396 2.127 1.154
H -0.330 3.986 -2.097
H -1.566 3.117 -2.972
H -1.043 5.504 -3.566
H -2.742 4.941 -3.712
H -2.239 5.881 -2.288
H -1.816 5.859 0.344
H -2.505 5.110 1.828
H -1.307 7.377 2.219
H -0.451 6.070 3.169
H 0.027 6.823 1.659

---

63
Properties=species:S:1:pos:R:3 method="wB97M-V/def2-TZVPD" charge=+1 homo_lumo_gap_ev=8.72 e_lumo_ev=-2.22 relative_energy_ev=1.892 energy_ha=-1119.42810
Y -0.308 0.166 0.167
C 2.174 1.450 3.881
C 1.762 0.146 3.217
C 1.282 -0.858 4.307
O 0.814 0.310 2.215
H 1.366 1.820 4.512
H 2.475 2.209 3.159
H 3.035 1.356 4.542
H 2.666 -0.210 2.723
H 0.520 -0.411 4.945
H 2.115 -1.087 4.972
H 0.898 -1.749 3.809
C -3.685 0.866 -3.119
C -2.318 0.172 -3.034
C -1.385 0.617 -4.177
O -1.675 0.212 -1.769
H -4.447 0.210 -2.698
H -3.925 1.050 -4.166
H -3.720 1.839 -2.629
H -2.607 -0.841 -3.316
H -1.288 1.699 -4.089
H -1.783 0.471 -5.181
H -0.391 0.169 -4.162
C -3.414 0.982 1.149
O -2.048 1.520 1.266
H -3.906 1.386 0.264
H -3.435 -0.103 1.044
H -4.008 1.225 2.030
H -2.063 2.374 1.703
C -0.647 -3.826 2.187
C -0.251 -2.647 1.269
C 0.287 -3.089 -0.092
O 0.312 -1.949 -0.933
C 0.900 -2.262 -2.209
N -1.393 -1.768 1.139
H -0.836 -3.445 3.190
H 0.022 -4.681 2.092
H -1.555 -4.308 1.823
H 0.627 -2.139 1.668
H -0.512 -3.700 -0.514
H 1.227 -3.629 0.019
H 1.978 -2.111 -2.276
H 0.469 -1.513 -2.872
H 0.536 -3.215 -2.593
H -1.770 -1.653 2.069
H -2.120 -2.380 0.798
C 1.303 3.853 -1.746
C 1.040 2.366 -1.392
C 2.305 1.547 -1.007
O 1.842 0.202 -0.665
C 3.009 -0.631 -0.310
N 0.099 2.394 -0.287
H 0.414 4.460 -1.918
H 1.885 3.942 -2.663
H 1.934 4.359 -1.015
H 0.690 1.879 -2.302
H 2.862 1.917 -0.146
H 2.977 1.531 -1.865
H 3.674 -0.108 0.378
H 3.612 -0.833 -1.196
H 2.633 -1.543 0.153
H -0.716 2.864 -0.653
H 0.459 3.131 0.302

---

75
Properties=species:S:1:pos:R:3 method="wB97M-V/def2-TZVPD" homo_lumo_gap_ev=8.62 e_lumo_ev=0.14 relative_energy_ev=31.967 energy_ha=-3713.82758
O -1.870 1.684 3.885
S -0.428 1.458 4.018
O 0.008 0.763 5.205
O 0.099 0.572 2.707
C 1.253 -0.251 2.906
C 1.556 -0.767 1.591
C 0.642 2.966 3.793
H 1.220 -0.903 3.779
H 2.039 0.414 3.263
H 2.608 -1.051 1.596
H 1.367 -0.007 0.833
H 1.064 -1.712 1.360
H 1.633 2.693 3.432
H 0.712 3.522 4.728
H 0.060 3.488 3.034
O -1.126 -3.168 -1.402
S -1.994 -2.242 -0.677
O -2.049 -0.795 -1.013
O -3.633 -2.778 -0.716
C -3.921 -4.093 -0.878
C -4.757 -4.431 0.440
C -1.657 -2.368 1.095
H -2.988 -4.656 -0.838
H -4.463 -4.365 -1.784
H -5.699 -3.890 0.348
H -4.189 -4.134 1.321
H -5.081 -5.458 0.610
H -0.766 -1.799 1.361
H -1.371 -3.398 1.308
H -2.449 -1.910 1.687
O 1.481 2.628 1.564
S 2.762 2.063 1.699
O 3.079 1.382 2.922
O 2.885 1.003 0.390
C 2.162 1.181 -0.863
C 2.651 2.285 -1.829
C 4.127 3.246 1.277
H 1.092 1.233 -0.661
H 2.462 0.241 -1.328
H 2.071 2.119 -2.737
H 3.698 1.989 -1.901
H 2.565 3.289 -1.414
H 4.544 3.503 2.251
H 3.677 4.041 0.684
H 4.841 2.657 0.701
O -1.855 2.094 -0.932
S -1.429 1.242 0.187
O -2.429 0.383 0.856
O -0.104 0.398 -0.388
C -0.191 -0.988 -0.483
C 1.271 -1.513 -0.645
C -0.618 2.356 1.362
H -0.874 -1.299 -1.274
H -0.732 -1.518 0.301
H 1.910 -0.922 -1.300
H 1.246 -2.564 -0.933
H 1.657 -1.852 0.317
H -0.476 3.269 0.785
H 0.266 1.917 1.826
H -1.328 2.631 2.141
O 1.471 1.199 -3.081
S 0.205 1.221 -3.881
O 0.189 1.532 -5.319
O -0.724 -0.094 -3.613
C -0.037 -1.357 -3.376
C -1.093 -2.403 -3.140
C -0.691 2.531 -2.951
H 0.544 -1.270 -2.458
H 0.634 -1.717 -4.156
H -0.817 -3.457 -3.107
H -1.851 -2.474 -3.920
H -1.515 -2.227 -2.150
H -0.484 2.513 -1.881
H -1.748 2.655 -3.187
H -0.313 3.473 -3.348